ORCA calculation (the ωB97M-V functional and the def2-TZVPD basis) on 15 unconnected molecules or ions with the total composition C72H134B4F16N11O7 at a distorted geometry.

Each line ends with the Löwdin charge.
CARTESIAN COORDINATES (ANGSTROEM)
C1 -3.32 0.96 -0.97  -0.0614
C2 -1.82 1.27 -0.95  -0.1522
N1 -0.96 0.37 -0.11  -0.2650
C3 -0.84 -1.02 -0.62  0.0230
C4 0.35 1.08 -0.01  -0.1547
C5 1.20 1.20 -1.28  -0.0297
C6 -1.52 0.38 1.31  -0.0634
C7 -0.91 -0.58 2.29  -0.1867
O1 0.41 -0.23 2.74  -0.2125
C8 0.46 -0.08 4.17  -0.0717
H1 -3.79 1.70 -1.60  0.0862
H2 -3.79 1.16 0.00  0.0668
H3 -3.68 -0.08 -1.26  0.1050
H4 -1.77 2.27 -0.62  0.1140
H5 -1.44 1.19 -1.98  0.1383
H6 -1.77 -1.62 -0.38  0.1319
H7 0.02 -1.55 -0.17  0.1308
H8 -0.59 -0.94 -1.68  0.0695
H9 0.94 0.55 0.78  0.1374
H10 0.11 2.09 0.26  0.1125
H11 0.80 1.97 -1.88  0.0602
H12 1.30 0.33 -1.93  0.0682
H13 2.20 1.54 -1.05  0.0880
H14 -2.59 0.15 1.11  0.1412
H15 -1.43 1.38 1.67  0.1426
H16 -0.95 -1.64 2.03  0.1320
H17 -1.59 -0.59 3.12  0.1156
H18 1.35 0.51 4.42  0.0996
H19 0.39 -1.05 4.61  0.0786
H20 -0.46 0.50 4.42  0.1017
C9 12.01 -4.44 14.80  -0.0672
C10 12.85 -5.38 14.22  -0.0792
N2 11.83 -10.58 14.45  -0.1297
C11 12.41 -11.66 15.25  -0.0474
C12 10.59 -10.72 13.48  -0.0982
C13 9.71 -11.80 14.08  -0.0510
C14 12.06 -9.41 15.00  0.1847
C15 9.07 1.92 8.23  0.1031
O2 9.74 1.01 7.69  -0.0246
C16 11.21 1.05 7.84  0.0448
H21 11.29 -4.71 15.55  0.0201
H22 13.59 -4.89 13.62  0.0290
H23 12.43 -3.33 14.72  0.0994
H24 -6.59 10.58 4.53  -0.1005
H25 12.78 -6.47 14.20  0.0056
H26 13.47 -11.37 15.60  0.1324
H27 12.64 -12.64 14.69  0.1396
H28 11.82 -11.89 16.12  0.0958
H29 10.87 -10.83 12.48  0.1074
H30 10.31 -9.67 13.62  0.1026
H31 8.68 -11.29 14.09  0.1231
H32 9.92 -12.03 15.17  0.0954
H33 9.78 -12.74 13.59  0.0770
H34 12.75 -9.48 15.88  0.1455
H35 11.34 -8.66 14.63  0.1153
H36 9.39 2.82 8.70  0.1060
H37 7.91 1.76 8.27  0.1494
H38 11.46 0.03 8.26  0.1392
H39 11.57 1.82 8.27  0.0278
H40 11.75 0.97 6.85  0.1356
C17 -4.90 6.23 4.07  -0.0543
C18 -3.94 6.58 2.90  -0.1452
N3 -4.35 7.64 1.89  -0.2795
C19 -3.10 8.21 1.29  0.0041
C20 -5.06 7.07 0.73  -0.2071
C21 -6.29 6.27 0.99  -0.0464
C22 -5.11 8.73 2.63  -0.1043
C23 -5.40 10.07 1.94  -0.2608
O3 -6.22 9.84 0.85  -0.2117
C24 -6.80 11.02 0.33  -0.0847
H41 -5.98 6.09 3.79  0.0937
H42 -4.72 6.94 4.85  0.0737
H43 -4.61 5.27 4.45  0.0739
H44 -3.70 5.64 2.31  0.1539
H45 -3.03 6.89 3.34  0.1094
H46 -3.31 8.77 0.40  0.1146
H47 -2.35 7.42 1.11  0.0989
H48 -2.66 8.92 1.97  0.1077
H49 -4.21 6.62 0.23  0.1284
H50 -5.31 7.96 0.13  0.1264
H51 -6.04 5.34 1.42  0.0539
H52 -6.84 6.01 0.01  0.1253
H53 -7.06 6.85 1.53  0.0978
H54 -4.42 8.92 3.45  0.1253
H55 -6.01 8.23 2.97  0.0986
H56 -4.48 10.55 1.68  0.1171
H57 -5.93 10.68 2.62  -0.0126
H58 -6.31 11.29 -0.66  0.1084
H59 -6.78 11.91 0.90  0.0824
H60 -7.86 10.76 0.14  0.1011
C25 5.11 7.55 -0.72  -0.0490
O4 4.36 7.44 0.48  -0.1839
C26 3.02 7.61 0.28  -0.2202
C27 2.42 7.80 1.68  -0.0658
N4 3.01 6.75 2.54  0.0170
H61 2.62 5.84 2.22  0.1541
H62 4.07 6.69 2.44  0.1819
C28 2.75 6.94 3.96  -0.1000
C29 3.58 5.95 4.80  -0.1850
O5 4.86 6.13 4.21  -0.2068
C30 5.78 5.09 4.63  -0.0564
H63 6.15 7.45 -0.43  0.0992
H64 4.94 8.48 -1.21  0.0913
H65 4.80 6.75 -1.34  0.0828
H66 2.56 6.70 -0.17  0.1458
H67 2.79 8.40 -0.31  0.1032
H68 1.37 7.81 1.73  0.1088
H69 2.84 8.70 2.12  0.1388
H70 1.65 6.78 4.11  0.1579
H71 2.99 7.99 4.19  0.1471
H72 3.27 4.93 4.70  0.1148
H73 3.52 6.29 5.88  0.1554
H74 6.01 5.17 5.70  0.0895
H75 6.71 5.20 4.11  0.0846
H76 5.34 4.11 4.48  0.0843
C31 1.86 5.97 -12.60  -0.0470
O6 3.07 5.35 -12.13  -0.2452
C32 4.12 5.18 -13.08  -0.1677
C33 5.38 5.75 -12.40  -0.0504
N5 5.34 5.43 -10.89  0.0509
H77 6.09 5.94 -10.34  0.2080
H78 4.35 5.72 -10.64  0.1676
C34 5.53 3.97 -10.54  -0.0870
C35 5.13 3.87 -9.07  -0.1901
O7 3.78 4.32 -9.09  -0.2402
C36 2.98 4.02 -7.97  -0.0733
H79 2.13 6.77 -13.34  0.1115
H80 1.58 6.49 -11.69  0.0884
H81 1.17 5.18 -13.01  0.1134
H82 3.89 5.70 -13.99  0.1274
H83 4.24 4.14 -13.30  0.1148
H84 5.34 6.81 -12.43  0.1214
H85 6.28 5.40 -12.90  0.1423
H86 6.56 3.67 -10.76  0.1436
H87 4.86 3.32 -11.12  0.1434
H88 5.71 4.53 -8.39  0.1429
H89 5.19 2.87 -8.71  0.1188
H90 1.92 4.33 -8.23  0.1146
H91 3.34 4.53 -7.08  0.0897
H92 3.00 2.90 -7.88  0.1023
C37 9.98 -8.12 -4.94  0.0456
N6 8.68 -7.63 -4.43  -0.0661
C38 8.53 -7.57 -3.06  0.0341
C39 7.33 -7.31 -2.48  0.0263
C40 6.25 -7.15 -3.28  -0.1380
C41 6.41 -7.18 -4.65  0.0275
C42 7.62 -7.40 -5.18  -0.0096
C43 4.85 -7.05 -2.68  -0.0929
C44 4.01 -5.99 -3.18  0.0540
C45 2.75 -5.80 -2.66  0.0103
N7 2.24 -6.62 -1.71  -0.0649
C46 2.97 -7.65 -1.25  0.0103
C47 4.27 -7.86 -1.71  0.0312
C48 0.85 -6.37 -1.19  0.0505
H93 10.12 -7.61 -5.87  0.0970
H94 9.89 -9.22 -5.18  0.1376
H95 10.83 -8.00 -4.28  0.1093
H96 9.39 -7.74 -2.47  0.1403
H97 7.20 -7.33 -1.41  0.1423
H98 5.55 -7.01 -5.31  0.1521
H99 7.80 -7.53 -6.23  0.1541
H100 4.36 -5.33 -4.02  0.1492
H101 2.20 -4.95 -3.01  0.1142
H102 2.57 -8.26 -0.50  0.1355
H103 4.78 -8.72 -1.29  0.1332
H104 0.27 -7.20 -1.56  0.1029
H105 0.37 -5.43 -1.64  0.1046
H106 0.88 -6.23 -0.08  0.1302
C49 -15.94 1.73 3.31  0.0812
N8 -14.70 1.03 2.77  -0.0606
C50 -14.10 0.16 3.60  -0.0060
C51 -13.04 -0.61 3.25  0.0463
C52 -12.42 -0.38 2.02  -0.1135
C53 -13.04 0.51 1.13  0.0769
C54 -14.20 1.18 1.54  0.0251
C55 -11.24 -1.18 1.73  -0.1137
C56 -10.07 -0.68 1.19  0.0688
C57 -8.91 -1.40 1.09  0.0401
N9 -8.95 -2.69 1.43  -0.0988
C58 -10.04 -3.28 1.92  0.0114
C59 -11.13 -2.51 2.16  0.0387
C60 -7.73 -3.47 1.21  0.0348
H107 -16.79 1.42 2.64  0.1390
H108 -15.67 2.78 3.36  0.1095
H109 -16.10 1.33 4.33  0.1077
H110 -14.48 0.14 4.63  0.1574
H111 -12.70 -1.34 3.98  0.1408
H112 -12.64 0.74 0.10  0.1686
H113 -14.70 1.75 0.85  0.1348
H114 -9.88 0.33 0.88  0.1282
H115 -7.98 -1.09 0.55  0.1464
H116 -9.87 -4.35 2.19  0.1672
H117 -11.96 -2.98 2.67  0.1323
H118 -7.30 -3.13 0.22  0.1297
H119 -7.87 -4.57 1.15  0.1189
H120 -7.09 -3.14 2.03  0.1178
C61 -2.16 -1.80 -3.78  0.0390
N10 -2.90 -2.93 -4.44  -0.0494
C62 -2.17 -3.84 -5.12  0.0432
C63 -2.76 -4.88 -5.86  0.0683
C64 -4.15 -4.96 -5.79  -0.1540
C65 -4.87 -4.00 -5.13  0.0351
C66 -4.22 -3.02 -4.37  0.0262
C67 -4.86 -5.93 -6.73  -0.0792
C68 -5.52 -5.34 -7.83  0.0538
C69 -6.21 -6.13 -8.70  -0.0212
N11 -6.22 -7.41 -8.61  -0.0684
C70 -5.57 -8.03 -7.61  -0.0126
C71 -4.95 -7.35 -6.65  0.0396
C72 -6.83 -8.19 -9.72  0.0515
H121 -2.67 -1.57 -2.84  0.0801
H122 -2.13 -0.95 -4.53  0.1443
H123 -1.15 -2.16 -3.49  0.0699
H124 -1.10 -3.64 -5.22  0.1336
H125 -2.14 -5.64 -6.37  0.1527
H126 -5.97 -3.99 -5.17  0.1481
H127 -4.73 -2.22 -3.86  0.1564
H128 -5.50 -4.27 -7.96  0.1411
H129 -6.82 -5.61 -9.46  0.1726
H130 -5.58 -9.15 -7.61  0.1836
H131 -4.62 -7.88 -5.74  0.1580
H132 -7.62 -8.89 -9.38  0.1271
H133 -6.14 -8.82 -10.27  0.1120
H134 -7.34 -7.52 -10.41  0.1082
B1 -0.07 5.19 1.07  -1.1275
F1 1.38 5.06 1.16  0.0310
F2 -0.57 4.59 -0.09  0.1247
F3 -0.42 4.63 2.34  0.0584
F4 -0.37 6.59 1.16  0.0555
B2 1.57 -2.20 -4.45  -1.2101
F5 2.34 -3.35 -4.02  0.0432
F6 0.56 -2.58 -5.34  0.0962
F7 0.87 -1.79 -3.26  0.0487
F8 2.42 -1.31 -4.99  0.1813
B3 -2.16 -4.53 -1.06  -1.2504
F9 -2.00 -4.23 0.31  0.0923
F10 -1.09 -4.03 -1.85  0.0729
F11 -2.12 -5.90 -1.15  0.1204
F12 -3.43 -4.02 -1.51  0.0638
B4 -6.76 1.11 -0.26  -1.1640
F13 -6.04 0.30 0.67  0.0610
F14 -7.07 0.32 -1.45  0.0191
F15 -7.98 1.45 0.43  0.0604
F16 -6.11 2.23 -0.79  0.1093

* spin multiplicity: 1
* charge: +7
* E_tot: -5648.02419 hartree